12
Properties=species:S:1:pos:R:3:forces:R:3 method="wB97M-V/def2-TZVPD" gap_ev="8.7 / 8.6" homo_ha="-0.5278 / -0.5278" e_tot_ev=-21753.101 total_charge=+1
C -1.329 -0.424 -0.014 0.4 0.0 0.0
C 0.179 1.390 0.019 1.0 0.1 0.0
C -0.324 -1.369 -0.038 -1.0 -0.9 0.0
C 1.270 0.593 0.003 -1.2 -3.3 0.0
N -1.081 0.881 0.027 -0.5 -0.1 0.0
N 0.970 -1.044 0.004 1.4 4.4 0.1
O 1.922 -1.767 0.035 -0.3 -0.4 -0.1
Cl 2.893 0.908 -0.019 -0.1 0.2 0.0
H -2.360 -0.744 -0.021 0.0 0.0 0.0
H 0.279 2.467 0.014 0.0 0.0 0.0
H -0.562 -2.427 -0.073 0.1 0.1 0.0
H -1.859 1.536 0.063 0.2 -0.2 0.0